(1)
The following is a DFT calculation (wB97M-V/def2-TZVPD) of C12H17CoF4N2OS as an isolated structure at a distorted geometry.

HOMO (spin up / spin down): -10.67 / -10.75 eV
2S+1: 4
energy: -2832.35689 hartree
gap between HOMO and LUMO (spin up / spin down): 7.832 / 7.395 eV
total charge: +1
⟨S²⟩: 3.761

```
38
C12H17CoF4N2OS wB97M-V/def2-TZVPD
Co 0.397 0.125 -0.012
C 0.772 2.005 2.346
N -0.285 1.329 1.575
C -1.270 2.323 1.106
C -0.946 0.302 2.415
C -1.847 -0.632 1.591
N -1.232 -0.816 0.292
C -1.741 -1.599 -0.696
C -1.158 -1.473 -1.970
F -0.155 -0.524 -2.085
C -1.520 -2.225 -3.059
F -0.903 -2.034 -4.228
C -2.528 -3.164 -2.948
C -3.141 -3.306 -1.716
F -4.109 -4.207 -1.571
C -2.777 -2.544 -0.620
F -3.418 -2.732 0.547
H 0.366 2.466 3.251
H 1.230 2.784 1.738
H 1.540 1.287 2.631
H -1.795 2.776 1.954
H -2.003 1.854 0.452
H -0.757 3.109 0.555
H -1.534 0.788 3.199
H -0.155 -0.281 2.892
H -2.848 -0.198 1.489
H -1.960 -1.571 2.134
H -2.830 -3.763 -3.794
C 4.367 -1.171 1.701
S 2.936 -1.823 0.819
C 3.792 -2.420 -0.649
O 2.187 -0.582 0.362
H 4.994 -0.586 1.031
H 4.918 -2.017 2.111
H 4.001 -0.548 2.514
H 4.333 -3.324 -0.371
H 4.473 -1.660 -1.026
H 3.038 -2.660 -1.396
```



(2)
The following is a DFT calculation (wB97M-V/def2-TZVPD) of a 3-piece molecular cluster, C12H17F5N2O8S4 overall at a distorted geometry.

HOMO: -10.33 eV
2S+1: 1
energy: -3270.85782 hartree
SMILES: O=C(O)N(N=C=S)S(=O)(=O)C(F)(F)C(F)(F)F.O=S1(=O)CCCC1.O=S1(=O)CCCC1
gap between HOMO and LUMO: 9.143 eV

```
48
C12H17F5N2O8S4 wB97M-V/def2-TZVPD
O 0.935 0.669 2.682
C 0.656 1.436 1.811
O 1.375 2.509 1.530
N -0.470 1.322 0.910
N -1.712 1.691 1.533
C -2.195 0.888 2.342
S -2.766 -0.142 3.325
S -0.558 -0.120 0.042
O -0.205 -1.276 0.804
O -1.829 -0.248 -0.593
C 0.797 0.060 -1.224
F 1.586 -1.002 -1.109
F 1.547 1.141 -0.992
C 0.284 0.126 -2.701
F 1.268 0.685 -3.422
F -0.788 0.879 -2.854
F 0.103 -1.099 -3.178
H 2.223 2.407 2.000
O -4.544 -3.105 -6.770
S -3.530 -4.104 -6.548
O -3.731 -5.476 -6.936
C -1.987 -3.511 -7.234
C -1.340 -2.732 -6.093
C -1.553 -3.582 -4.833
C -3.018 -4.034 -4.826
H -2.190 -2.907 -8.114
H -1.392 -4.382 -7.506
H -0.284 -2.548 -6.284
H -1.835 -1.766 -5.974
H -0.898 -4.455 -4.869
H -1.310 -3.029 -3.929
H -3.144 -5.017 -4.381
H -3.659 -3.315 -4.319
O 4.600 2.194 6.046
S 3.459 2.363 5.187
O 3.474 1.969 3.798
C 2.041 1.609 5.972
C 1.451 2.724 6.830
C 1.492 3.988 5.960
C 2.884 4.061 5.321
H 2.363 0.742 6.544
H 1.352 1.306 5.185
H 0.438 2.486 7.150
H 2.061 2.870 7.724
H 0.731 3.917 5.180
H 1.281 4.885 6.541
H 2.858 4.505 4.329
H 3.590 4.600 5.949
```



(3)
The following is a DFT calculation (wB97M-V/def2-TZVPD) of C12H17HfN6S2 as an isolated structure at a distorted geometry.

HOMO: -18.28 eV
2S+1: 1
energy: -1639.46223 hartree
gap between HOMO and LUMO: 6.510 eV
total charge: +3

```
38
C12H17HfN6S2 wB97M-V/def2-TZVPD
Hf 0.606 0.017 -1.583
C 2.023 2.388 1.917
C 1.362 1.860 0.711
N 1.618 0.666 0.213
N 2.586 -0.112 0.720
C 2.804 -1.299 0.234
N 3.782 -2.054 0.676
S 1.785 -2.076 -1.056
C 0.416 2.669 -0.085
C -0.058 3.922 0.304
C -0.797 4.682 -0.600
C -1.051 4.183 -1.874
C -0.636 2.894 -2.168
N 0.069 2.148 -1.301
H 2.840 1.738 2.222
H 1.324 2.463 2.753
H 2.398 3.397 1.744
H 4.433 -1.717 1.378
H 3.943 -2.975 0.286
H 0.158 4.320 1.285
H -1.163 5.658 -0.317
H -1.554 4.776 -2.625
H -0.868 2.444 -3.131
S -1.684 -0.622 -2.513
C -1.756 -1.704 -1.158
N -2.238 -2.907 -1.268
C -2.183 -3.939 -0.248
C -1.205 -3.528 0.845
C -1.480 -2.086 1.235
N -1.245 -1.200 0.049
H -2.648 -3.183 -2.161
H -1.862 -4.869 -0.726
H -3.192 -4.103 0.149
H -0.172 -3.639 0.505
H -1.338 -4.177 1.710
H -0.830 -1.757 2.045
H -2.516 -1.994 1.575
H -1.671 -0.286 0.256
```



(4)
The following is a DFT calculation (wB97M-V/def2-TZVPD) of C12H17I2N2O10S as an isolated structure at a distorted geometry.

HOMO: -4.89 eV
2S+1: 1
energy: -2322.73360 hartree
gap between HOMO and LUMO: 7.102 eV
total charge: -1

```
44
C12H17I2N2O10S wB97M-V/def2-TZVPD
C 2.490 0.353 -2.458
C 2.254 -0.698 -1.334
O 2.288 -1.844 -1.640
N 2.086 -0.171 0.001
C 3.004 -0.726 0.986
C 4.190 0.176 1.396
O 2.946 -1.815 1.454
C 0.729 0.040 0.494
C 0.034 -1.090 1.302
C 0.127 -2.432 0.435
C -1.206 -3.285 0.446
O -0.666 -2.444 -0.738
O 1.016 1.026 1.583
S 1.361 2.437 0.810
O 1.021 3.628 1.525
O 2.726 2.625 0.367
O 0.565 2.108 -0.588
C -0.300 0.930 -0.340
I -1.798 1.844 1.006
C -0.745 0.486 -1.748
C -2.260 0.348 -2.065
C -3.087 -0.577 -1.117
I -3.240 2.262 -2.472
H 3.348 0.001 -3.053
H 2.776 1.307 -1.980
H 1.612 0.482 -3.101
H 3.827 1.083 1.897
H 4.886 -0.407 2.012
H 4.700 0.477 0.459
H -1.054 -0.983 1.361
H 0.533 -1.322 2.250
H 1.080 -2.990 0.441
H -2.162 -2.750 0.391
H -1.051 -4.269 -0.009
H -0.353 1.233 -2.464
H -0.287 -0.470 -2.070
H -2.297 -0.144 -3.052
H -2.560 -0.765 -0.176
H -3.370 -1.505 -1.643
H -4.034 -0.056 -0.892
N -4.786 1.973 3.083
O -4.401 0.885 2.603
O -5.890 2.054 3.642
O -4.050 2.986 2.998
```



(5)
The following is a DFT calculation (wB97M-V/def2-TZVPD) of C12H17KN4O6 as an isolated structure.

HOMO: -1.40 eV
2S+1: 1
energy: -1738.07638 hartree
gap between HOMO and LUMO: 5.803 eV
total charge: -2

```
40
C12H17KN4O6 wB97M-V/def2-TZVPD
K 0.304 2.136 0.811
N -2.186 2.211 -0.781
C -1.853 3.530 -1.343
C -1.358 4.401 -0.181
O -2.179 4.505 0.784
N -0.134 4.833 -0.317
C 0.398 5.637 0.781
C 1.796 5.161 1.246
O 2.737 5.982 1.219
O 1.854 3.963 1.655
H -2.740 1.659 -1.423
H -2.753 2.386 0.046
H -2.719 4.026 -1.808
H -1.061 3.428 -2.086
H -0.262 5.599 1.659
H 0.479 6.682 0.464
C 0.021 -3.526 -2.475
C 0.027 -2.308 -1.556
C 0.501 -2.563 -0.099
C 1.907 -3.164 -0.068
C 2.458 -3.298 1.348
C -0.484 -3.514 0.546
O -0.458 -4.727 0.375
N -1.474 -2.911 1.241
C -1.533 -1.531 1.637
O -2.526 -1.227 2.281
N -0.529 -0.713 1.289
C 0.500 -1.158 0.548
O 1.465 -0.440 0.276
H -0.384 -3.246 -3.450
H -0.585 -4.334 -2.065
H 1.028 -3.913 -2.633
H -0.975 -1.870 -1.517
H 0.688 -1.537 -1.956
H 2.555 -2.513 -0.656
H 1.873 -4.147 -0.540
H 2.528 -2.321 1.827
H 3.456 -3.741 1.336
H 1.816 -3.942 1.954
H -2.198 -3.494 1.631
```



(6)
The following is a DFT calculation (wB97M-V/def2-TZVPD) of a 2-piece molecular cluster, C12H17N overall at a distorted geometry.

HOMO (spin up / spin down): -13.10 / -13.29 eV
2S+1: 2
energy: -521.83087 hartree
gap between HOMO and LUMO (spin up / spin down): 9.639 / 6.218 eV
total charge: +1
⟨S²⟩: 0.767

```
30
C12H17N wB97M-V/def2-TZVPD
C 2.601 -0.645 2.528
C 2.266 -1.338 1.078
H 1.713 -0.221 2.891
H 2.893 -1.456 3.279
H 3.332 0.070 2.159
H 2.872 -2.068 0.906
H 1.228 -1.509 0.812
H 2.668 -0.570 0.365
C -1.641 -0.660 1.309
C -2.972 -0.779 0.615
C -1.072 0.476 0.505
C -0.917 1.738 0.950
C -0.480 0.274 -0.869
C 0.081 1.582 -1.101
C -0.587 -0.666 -1.832
C 0.788 1.688 -2.262
C 0.008 -0.437 -3.111
C 0.782 0.675 -3.271
N -0.213 2.419 -0.049
H -1.800 -0.287 2.353
H -1.164 -1.620 1.561
H -3.669 0.046 0.567
H -1.265 2.098 1.946
H -0.138 3.426 -0.021
H -1.175 -1.693 -1.672
H 1.452 2.491 -2.633
H -0.198 -1.264 -3.851
H 1.405 0.778 -4.108
H -3.745 -1.251 1.293
H -3.052 -1.299 -0.337
```



(7)
The following is a DFT calculation (wB97M-V/def2-TZVPD) of a 2-piece molecular cluster, C12H17N overall at a distorted geometry.

HOMO (spin up / spin down): -13.09 / -13.10 eV
2S+1: 2
energy: -521.85614 hartree
gap between HOMO and LUMO (spin up / spin down): 9.097 / 5.735 eV
total charge: +1
⟨S²⟩: 0.778

```
30
C12H17N wB97M-V/def2-TZVPD
C 1.147 0.330 -2.633
C 1.580 0.893 1.009
C 1.551 -0.037 -0.143
C 1.260 0.826 -1.266
C 1.140 2.135 -0.909
C 1.752 0.500 2.340
C 2.094 -0.870 2.539
C 2.273 -1.716 1.488
C 1.905 -1.353 0.183
N 1.090 2.090 0.584
H 1.374 1.148 3.139
H 2.397 -1.300 3.512
H 0.646 2.767 1.138
H 2.721 -2.762 1.683
H 0.875 3.025 -1.424
H 2.121 -1.995 -0.692
H 2.047 0.552 -3.240
H 0.289 0.820 -3.110
H 1.067 -0.715 -2.704
C -2.426 -0.808 -0.605
C -3.425 -1.210 0.420
C -2.011 0.718 -0.341
H -1.552 -1.501 -0.684
H -2.955 -0.798 -1.566
H -3.205 -1.516 1.432
H -2.737 1.370 -0.518
H -1.830 0.855 0.650
H -3.913 -2.046 -0.041
H -4.233 -0.418 0.518
H -1.042 1.014 -0.759
```



(8)
The following is a DFT calculation (wB97M-V/def2-TZVPD) of an isolated ion of composition C12H17N2 and charge +1 at a distorted geometry.

HOMO: -11.89 eV
2S+1: 1
energy: -576.65941 hartree
SMILES: CN(C)CC[N+]1=CCc2ccccc21
gap between HOMO and LUMO: 7.558 eV
total charge: +1

```
31
C12H17N2 wB97M-V/def2-TZVPD
C 3.254 1.481 0.517
N 1.962 0.826 0.151
C 1.451 1.291 -1.160
C 1.783 -0.576 0.527
C 0.891 -0.674 1.746
N -0.551 -0.238 1.361
C -0.937 1.009 1.416
C -1.991 1.377 0.477
C -2.182 0.086 -0.246
C -2.945 -0.325 -1.412
C -2.730 -1.605 -1.895
C -1.956 -2.523 -1.186
C -1.226 -2.143 -0.100
C -1.303 -0.821 0.375
H 4.090 1.174 -0.130
H 3.113 2.554 0.430
H 3.395 1.228 1.543
H 0.409 1.153 -1.167
H 1.786 0.711 -2.064
H 1.599 2.310 -1.338
H 1.408 -1.230 -0.292
H 2.824 -0.913 0.830
H 0.992 -1.733 2.017
H 1.376 -0.167 2.491
H -0.612 1.726 2.169
H -1.765 2.161 -0.265
H -2.834 1.795 1.106
H -3.512 0.331 -1.909
H -3.353 -2.014 -2.726
H -1.840 -3.422 -1.681
H -0.596 -2.829 0.418
```